[1]
Here is a gas-phase ion, C3H3O3S (charge -1) at a distorted geometry from the Open Molecules 2025 dataset. Energies are from the ωB97M-V functional and the def2-TZVPD basis.

Each line ends with the Mulliken charge.
CARTESIAN COORDINATES (ANGSTROEM)
C -0.144 -0.650 -0.969  -0.078
C -0.626 -0.925 0.398  -0.315
C 0.645 -0.290 -0.037  -0.356
O -2.792 0.794 -1.037  -0.579
O -4.038 0.653 1.110  -0.575
O -1.591 -0.068 1.100  -0.423
S -3.147 -0.029 0.146  0.424
H -0.519 -0.338 -2.007  0.264
H -0.745 -1.895 0.977  0.275
H 1.570 0.074 0.371  0.364

The calculation puts the electronic energy at -739.96318 hartree. The calculation puts the energy relative to the best compared isomer or geometry (same formula, charge and spin) at 70.3 kcal per mole. The strongest force on any atom is 4.0 eV Å⁻¹. Its charge is -1.

***

[2]
Here is a molecular structure, C3H3O3Tl at a distorted geometry from the Open Molecules 2025 dataset. Energies are from the ωB97M-V functional and the def2-TZVPD basis.

Each line ends with the Mulliken charge.
CARTESIAN COORDINATES (ANGSTROEM)
H 4.169 0.738 -0.587  0.291
O 2.263 1.463 0.541  -0.618
C 2.421 0.342 0.091  0.772
O 3.615 -0.037 -0.435  -0.480
O 1.609 -0.662 0.086  -0.773
Tl 2.702 -2.716 0.375  -0.220
H -1.586 0.599 -1.564  0.214
C -1.422 0.171 -0.450  0.184
C -2.630 0.485 -0.404  -0.784
H -0.101 -0.163 -0.213  0.415

The calculation puts the electronic energy at -514.20868 hartree. The calculation puts the energy relative to the best compared isomer or geometry (same formula, charge and spin) at 0.0 kcal per mole. The spin multiplicity is 2. The strongest force on any atom is 5.5 eV Å⁻¹. Its charge is -1.

***

Please write out number 1 again, unchanged.
Here is a gas-phase ion, C3H3O3S (charge -1) at a distorted geometry from the Open Molecules 2025 dataset. Energies are from the ωB97M-V functional and the def2-TZVPD basis.

Each line ends with the Mulliken charge.
CARTESIAN COORDINATES (ANGSTROEM)
C -0.144 -0.650 -0.969  -0.078
C -0.626 -0.925 0.398  -0.315
C 0.645 -0.290 -0.037  -0.356
O -2.792 0.794 -1.037  -0.579
O -4.038 0.653 1.110  -0.575
O -1.591 -0.068 1.100  -0.423
S -3.147 -0.029 0.146  0.424
H -0.519 -0.338 -2.007  0.264
H -0.745 -1.895 0.977  0.275
H 1.570 0.074 0.371  0.364

The calculation puts the electronic energy at -739.96318 hartree. The calculation puts the energy relative to the best compared isomer or geometry (same formula, charge and spin) at 70.3 kcal per mole. The strongest force on any atom is 4.0 eV Å⁻¹. Its charge is -1.